Record 1
Below is a structure of composition Ag2Cl3F9Sr9, with properties calculated with ωB97M-V/def2-TZVPD.

```
! wB97M-V def2-TZVPD RIJCOSX def2/J DEFGRID3
* xyz 8 1
Ag 5.3353 7.0654 5.7193
Ag 9.4842 6.9976 3.7161
Sr 11.0193 9.7476 10.8538
Sr 8.8076 7.8852 7.4554
Sr 5.4587 8.3537 9.7070
Sr 12.8266 7.2083 8.0784
Sr 6.5138 11.1721 6.4503
Sr 10.7947 3.7805 5.4736
Sr 8.8689 6.3044 11.1482
Sr 6.5579 3.9969 8.6029
Sr 11.2495 11.3415 7.3057
Cl 7.3686 9.1486 3.9850
Cl 7.5358 5.3405 5.9402
Cl 4.2755 5.9588 7.9484
F 6.4359 8.7730 7.1881
F 8.5132 9.0094 9.6748
F 10.5703 6.3360 9.1412
F 7.3611 6.4749 9.0874
F 11.3496 9.1866 8.4030
F 12.6060 4.7410 6.8774
F 9.2501 10.2322 6.5429
F 10.7397 7.1838 5.9932
F 8.9241 3.8982 10.1016
*
```

E_LUMO, eV: -23.92
Max |F|, hartree/bohr: 0.0780
Orbital gap, eV: 4.24
Electronic energy, hartree: -2846.5379

=====

Record 2
Below is a structure of composition AgH8O8P, with properties calculated with ωB97M-V/def2-TZVPD.

```
! wB97M-V def2-TZVPD RIJCOSX def2/J DEFGRID3
* xyz -1 2
Ag 0.1609 -0.0335 -0.0622
P -0.6796 -2.0287 1.7119
O -0.3605 -0.4871 1.9332
O 2.4748 -0.0501 0.0331
O -2.0554 0.5264 -0.6793
O 0.2387 0.3984 -2.3765
O 0.3209 2.0954 0.6330
O 0.3823 -2.8593 2.4291
O -2.1321 -2.3166 2.0920
O -0.4857 -2.1274 0.1647
H 2.9635 -0.6583 -0.5357
H 0.3104 1.1603 -2.9653
H -2.6649 0.2059 0.0086
H 0.3530 -0.3761 -2.9436
H -0.3066 2.7940 0.4080
H 3.1351 0.5721 0.3639
H 0.9493 2.5014 1.2431
H -2.6040 0.6831 -1.4580
*
```

E_LUMO (alpha / beta), eV: 2.03 / 2.03
Max |F|, hartree/bohr: 0.0590
Energy relative to the best compared isomer or geometry (same formula, charge and spin), kcal/mol: 15.5
Orbital gap (alpha / beta), eV: 4.71 / 4.60
Electronic energy, hartree: -1095.0879
<S²>: 0.762

=====

Record 3
Below is a structure of composition AlF2, with properties calculated with ωB97M-V/def2-TZVPD.

```
! wB97M-V def2-TZVPD RIJCOSX def2/J DEFGRID3
* xyz 1 1
Al -0.1746 -0.0078 0.5672
F 2.5507 -0.7424 0.3871
F -2.3761 0.7502 -0.9543
*
```

E_LUMO, eV: -12.82
Max |F|, hartree/bohr: 0.0609
Energy relative to the best compared isomer or geometry (same formula, charge and spin), kcal/mol: 77.0
Orbital gap, eV: 5.04
Electronic energy, hartree: -441.5362

=====

Record 4
Below is a structure of composition AlF5N2O8S4, with properties calculated with ωB97M-V/def2-TZVPD.

```
! wB97M-V def2-TZVPD RIJCOSX def2/J DEFGRID3
* xyz 0 1
S -3.0735 -3.9146 -0.6993
S -4.2786 -3.5458 -2.6750
S 4.2198 4.2858 2.3327
S 2.3416 3.1986 3.3797
Al 1.0669 1.0271 -2.8148
F 0.9537 2.6009 2.7929
F -1.8198 -3.3492 0.2148
F -4.0483 -2.5989 -3.9944
F 1.9028 -1.1807 -7.4472
F 4.8708 4.4672 0.8736
O 5.1436 3.3062 2.8392
O -5.5319 -3.0240 -2.1440
O -4.1670 -4.9238 -3.1613
O 3.0072 2.0713 4.1303
O 4.1349 5.5972 2.8537
O -2.4968 -5.2562 -0.9009
O 1.8521 4.2875 4.1624
O -4.1905 -3.6569 0.2259
N 2.9805 3.5484 1.8113
N -2.8674 -2.9403 -1.7797
*
```

E_LUMO, eV: -8.84
Max |F|, hartree/bohr: 0.2409
Energy relative to the best compared isomer or geometry (same formula, charge and spin), kcal/mol: 113.5
Orbital gap, eV: 1.30
Electronic energy, hartree: -3045.3370